1.
Density functional theory data (ωB97M-V/def2-TZVPD) for C38H27BrN2O3PPbS as an isolated structure.

Summary:
Lowest unoccupied orbital energy ... -3.199 eV
Energy above the lowest of the compared OMol25 structures with the same formula, charge and spin ... 0.0 kJ/mol
Multiplicity ... 1
HOMO energy ... -9.95 eV
Orbital gap ... 6.753 eV
Charge ... +1

XYZ file:
```
74
Properties=species:S:1:pos:R:3:forces:R:3
H 7.062445 1.749960 -2.502076 -0.2 0.1 0.3
C -2.589565 -3.216959 2.656630 -0.3 0.0 -0.1
C -5.213939 -0.040097 1.291429 -1.5 0.2 0.5
H 1.842049 -6.718708 -0.140429 -0.2 -0.6 0.2
H -2.872564 2.688326 -5.265361 0.0 -0.1 0.3
C 3.839743 -5.899276 -0.274800 0.7 -2.4 0.5
H -4.752880 0.732075 -0.599296 -0.1 0.0 -0.4
H -3.298579 -0.665559 -1.590907 0.0 0.3 -0.8
H -5.487700 -0.634637 3.348531 0.1 0.1 -0.1
C 0.173091 4.669235 0.334536 0.6 -0.1 0.3
C -1.869451 3.498328 -0.189046 -0.8 -1.6 -0.1
C 6.367524 1.539942 -1.688543 0.1 -0.9 -1.0
H 4.366446 -6.893326 -0.139046 -0.7 1.3 -0.4
C -2.978884 1.960935 -4.459207 -0.1 0.0 -0.3
H 5.276212 2.761728 1.288531 0.1 0.1 -0.2
C 5.641330 0.331831 -1.760209 0.2 1.3 0.5
C 4.654241 -2.247646 -0.596363 0.1 -1.6 0.5
P -2.023798 1.675146 -0.514634 0.0 0.8 0.1
C 4.571392 -4.743907 -0.382445 1.4 0.5 0.2
C -2.704680 4.561707 0.136975 1.2 1.0 0.5
C -3.638508 0.757667 -4.695534 0.2 0.2 0.5
N 2.578292 -3.473613 -0.463408 -0.7 -0.2 0.2
C -0.494839 3.501788 -0.059392 0.8 0.4 0.2
C 3.906131 -3.538482 -0.466482 0.1 0.5 -0.6
C -2.290142 -2.945565 1.340898 -0.6 -0.3 -0.6
C -2.038738 5.725385 0.597275 0.4 -0.9 -0.8
C -2.681361 0.841580 2.078613 -0.7 0.0 0.1
H -0.127267 6.697997 0.927779 -0.1 -0.1 0.1
C -3.716498 -0.186757 -3.677889 0.0 0.0 -0.1
H -1.911085 3.147207 -2.995365 -0.5 -0.5 -0.2
O 0.480582 0.593129 2.273053 0.3 0.8 0.1
H 1.265046 4.717038 0.486156 -0.7 -0.1 -0.3
C 5.393461 2.122711 0.422282 -0.8 -1.1 0.1
O 1.611989 -0.851920 0.979570 -0.1 0.2 -0.3
H -3.464647 -3.819703 2.789467 -0.2 -0.3 0.6
H -4.148649 -1.144161 -3.846272 -0.5 -0.5 -0.3
N 4.035304 -1.163639 -0.673205 0.1 0.6 0.0
C -2.609663 1.276128 -2.168822 0.0 0.6 0.2
S -1.053795 -1.598338 -0.689297 0.0 -0.1 0.3
C -0.073313 2.097444 -0.389351 -1.3 0.8 0.1
Br 7.375016 3.958832 -0.563789 -0.4 -0.4 0.0
C 2.459110 -5.858279 -0.226998 0.5 1.0 0.0
C 0.630159 -0.495848 1.756162 -0.4 -1.3 -0.3
C -0.439105 -1.551285 2.058422 -0.5 -0.1 -0.8
C 1.879526 -4.605269 -0.285457 0.1 0.6 -0.2
H -2.051902 -2.801217 4.685461 -0.6 -0.6 1.7
C -0.752081 -1.877906 3.374847 0.2 0.0 -0.4
C -2.466653 2.210775 -3.199487 0.7 0.8 0.5
H -0.149265 -1.524585 4.192057 0.2 0.4 0.1
C -3.553214 0.288323 3.022260 -1.0 -0.1 -1.6
H -3.251371 0.203986 4.036634 0.2 0.0 0.7
C -1.261799 -2.081671 1.016040 1.3 0.7 0.2
H 5.741254 -2.342840 -0.506478 0.0 0.3 -0.2
H 5.681312 -4.734331 -0.364337 -0.9 -0.2 -0.1
H -6.242501 -0.278837 0.955020 0.8 -0.1 0.4
C 4.779982 0.039934 -0.707454 0.5 0.5 0.0
C -3.098448 0.968179 0.735014 0.5 -0.3 0.9
H 0.819656 -4.480420 -0.169317 -0.4 0.1 -0.2
C 4.643596 0.931117 0.359649 0.4 0.6 -0.7
H -4.112496 0.582057 -5.644688 0.1 -0.2 -0.2
C -1.837203 -2.676160 3.678585 0.4 0.2 -1.3
H -3.783046 4.505376 0.093640 0.0 0.0 -0.1
H -2.618820 6.605456 0.870308 0.2 -0.2 0.0
H -1.734186 1.207728 2.439854 0.4 -0.1 -0.3
C -3.230639 0.063855 -2.413431 0.1 -0.4 0.6
C -4.831967 -0.167893 2.617740 1.1 0.0 0.4
C 6.252555 2.404831 -0.622450 0.5 0.3 0.2
C -0.608262 5.769266 0.640677 -1.1 0.0 0.0
C -4.386019 0.572633 0.392764 0.5 0.1 -0.6
H 5.715155 -0.281195 -2.645932 0.1 -0.2 0.1
H -2.936018 -3.401392 0.569139 0.6 0.5 0.3
Pb 1.525876 -1.239979 -1.264355 -0.4 0.1 0.8
H 3.897534 0.676799 1.077731 -0.3 0.0 0.7
O 0.919534 1.544988 -0.682164 0.4 -0.2 0.0
```
Positions in Å, forces in eV/Å.



2.
Density functional theory data (ωB97M-V/def2-TZVPD) for C38H28Cl3F6O3P3ReS as an isolated structure.

Summary:
Lowest unoccupied orbital energy (spin up / spin down) ... -10.777 / -11.039 eV
Multiplicity ... 3
⟨S²⟩ ... 2.0351
HOMO energy (spin up / spin down) ... -16.14 / -16.16 eV
Orbital gap (spin up / spin down) ... 5.365 / 5.121 eV
Charge ... +3

XYZ file:
```
83
Properties=species:S:1:pos:R:3:forces:R:3
H 0.570836 4.715899 0.157777 -0.5 0.1 -0.2
C 0.163769 -2.119938 6.673775 0.4 0.0 -0.3
H 2.064405 -6.187540 -0.726686 -0.1 0.0 0.1
H 3.071638 0.019404 1.520005 0.3 0.4 -0.2
H 0.745643 -5.411431 6.213434 0.0 -0.3 -0.2
F 1.772763 -2.402624 -3.221162 0.4 1.4 0.9
H 4.676610 2.747094 -1.425760 -0.1 0.1 0.4
C -1.158505 3.854145 -0.832682 0.7 -0.2 0.3
C -0.539714 1.110987 -5.009088 0.1 -0.8 -1.2
C 0.622189 -4.380095 5.932460 0.0 -0.3 -1.6
C 1.158466 -3.241941 1.665266 1.6 -0.2 -1.0
H 0.778471 -4.678375 3.761571 -0.1 0.1 0.3
H -4.058244 5.365660 -1.366849 -1.5 0.5 -0.6
C -0.164138 1.106752 -3.655536 -0.3 1.4 1.4
C 0.558468 -2.581450 4.344632 0.9 0.0 -0.9
C -3.049713 5.277034 -1.125682 2.1 -0.5 0.4
C -2.301871 6.369188 -0.606479 -0.1 -1.3 -0.1
O 0.040817 2.717172 2.194669 0.2 -1.5 -1.0
C 1.810765 -5.393638 -0.035510 0.7 0.6 0.0
H 0.303711 4.509483 -3.182766 -0.2 -0.5 -0.5
F 0.216157 -0.786479 -1.051486 -2.1 1.7 -1.6
C -0.755862 0.148728 1.797976 0.8 0.3 -0.1
H 0.442633 0.272178 -3.131981 0.3 -0.1 -1.2
C -1.774241 -1.810141 2.731433 -0.1 -0.4 -1.0
C 2.966975 0.781045 0.739956 -0.4 0.5 1.0
H -1.613994 -2.814495 3.127242 -0.6 0.4 0.3
P -0.251424 2.317944 -1.114781 0.9 1.1 -1.4
C 0.141491 -3.924028 0.972646 2.0 0.3 0.1
H 0.135240 4.392353 -5.676383 -0.2 -0.3 -0.1
Re -1.187062 0.326133 -2.104935 0.7 -2.4 4.3
H -0.488477 7.003557 0.306493 0.5 0.2 0.4
Cl -4.117490 -1.408022 -4.150278 0.3 0.2 0.9
F 2.429995 -0.211786 -3.192914 -0.3 0.3 0.1
C 0.334721 -1.664965 5.387456 -1.0 0.9 0.1
H -1.047800 0.228712 -5.409839 0.9 0.1 -0.3
H -2.976718 3.147372 -1.693113 -0.5 0.0 -0.1
C 0.413331 -3.475090 6.965391 -0.8 1.0 -0.6
F 3.375850 -2.094986 -1.645666 0.2 0.3 0.1
H -0.276074 -5.369642 -0.496116 -0.3 -0.6 -0.1
C -4.126738 -0.168082 -1.791900 -0.7 2.3 0.4
C -3.117027 -0.139821 1.609101 0.1 -0.7 0.9
C 2.554149 2.780383 -1.118607 -0.3 0.0 0.0
C -2.465782 4.004005 -1.291406 0.2 1.3 0.8
Cl -5.436556 -2.534473 -1.820276 1.5 0.6 0.0
H -0.402959 2.192806 -6.819066 -0.5 0.2 0.0
H -2.069762 1.588014 0.898882 0.0 -0.1 0.6
H 3.889582 -4.920198 0.353791 -0.5 0.0 0.4
F 3.611724 -2.357916 -4.291919 0.8 0.2 -0.2
Cl -2.450055 -2.186405 -1.905554 0.8 -0.2 0.2
H 0.143999 -0.611929 5.054605 0.4 -0.9 0.9
H 5.057606 0.840838 0.231038 -0.8 0.6 -0.4
P 0.981898 -1.802548 2.778332 -1.0 -2.4 0.1
H 0.282952 -3.826452 7.967972 0.2 -0.1 0.4
F 4.610921 -0.764846 -3.099927 -1.9 -0.8 0.6
C 2.843777 -4.683490 0.593937 0.1 0.0 -0.3
H -2.733422 7.361327 -0.604748 -0.1 -0.1 0.2
C -0.047344 3.479593 -5.108019 1.3 0.1 0.8
H -4.072081 0.191496 1.244728 -0.3 0.2 0.0
C -0.434915 4.904262 -0.242194 0.4 -0.1 0.7
C -4.020989 -1.548451 -2.337336 -1.8 -1.2 -1.5
H -0.140689 -1.464313 7.458531 0.0 0.4 0.4
C 1.460623 2.232984 -0.433804 -0.4 0.1 -0.5
C 4.062447 1.300553 0.034375 0.2 -1.6 0.7
C -3.033869 -1.311426 2.375026 1.1 0.5 -0.9
C -0.619270 -1.130257 2.331460 -0.5 1.2 0.8
C 3.855191 2.335092 -0.837923 -0.2 0.7 -1.1
P 3.176395 -1.554278 -3.058633 0.9 -1.4 -1.5
C 1.697642 1.353042 0.613533 0.6 -0.6 -0.4
S 0.618942 1.333327 2.038841 -0.2 0.3 1.3
C -1.978323 0.626930 1.420715 -0.7 0.6 -1.2
O -5.070621 0.404942 -1.388317 -0.5 -0.9 0.0
H 3.268349 -3.000802 1.934084 0.1 -0.5 -0.4
C -0.342103 2.243642 -5.741215 -0.3 0.3 -0.1
C 0.505219 -4.972204 0.118598 -0.7 0.7 0.3
H 2.382686 3.609535 -1.809107 0.2 -0.5 -0.1
H -3.918866 -1.849252 2.582717 -0.7 -0.5 0.4
H -0.843463 -3.557918 1.057570 -1.1 0.0 -0.1
O -2.972095 0.626538 -1.841161 0.5 -0.1 -0.2
C 0.144665 3.558349 -3.720931 -1.5 -0.1 0.1
C -0.020909 2.384222 -2.968808 1.7 0.4 0.0
C 0.624217 -3.976485 4.579002 0.9 0.0 1.8
C -1.010800 6.162083 -0.088213 -1.0 -0.6 -1.4
C 2.522031 -3.606587 1.405737 -0.9 0.5 0.9
```
Positions in Å, forces in eV/Å.



3.
Density functional theory data (ωB97M-V/def2-TZVPD) for C38H28GeHgN3O7S4 as an isolated structure.

Summary:
Lowest unoccupied orbital energy (spin up / spin down) ... 3.821 / 3.821 eV
Energy above the lowest of the compared OMol25 structures with the same formula, charge and spin ... 130.0 kJ/mol
Multiplicity ... 2
⟨S²⟩ ... 0.7756
HOMO energy (spin up / spin down) ... 0.26 / -2.55 eV
Orbital gap (spin up / spin down) ... 3.561 / 6.372 eV
Charge ... -2

XYZ file:
```
82
Properties=species:S:1:pos:R:3:forces:R:3
C -2.346169 -0.954561 0.874322 0.1 0.1 -0.1
H -5.556950 5.195358 1.514636 0.0 0.0 0.0
C -0.200927 -6.156494 0.895277 0.0 0.0 0.0
C 4.583956 2.692197 0.000276 0.0 0.0 -0.1
H -3.477633 -2.738154 0.502775 0.0 0.0 0.0
C 4.290091 1.606155 -2.507689 -0.1 -0.1 0.0
C -1.900983 3.901278 1.249509 0.1 0.0 -0.1
C -4.537879 4.834800 1.440610 0.0 0.0 0.0
S -0.000662 2.348405 -1.017303 0.4 -0.2 0.4
S 3.035190 0.947827 1.341800 -0.4 -0.2 -0.3
O 0.631733 -4.168154 -6.894688 -0.1 0.0 0.0
C -2.332330 4.995774 0.498165 0.1 0.0 0.0
C 5.192853 3.301773 -1.081051 0.0 0.0 0.1
H 1.436427 4.341722 5.661733 0.0 0.0 0.0
H 5.463440 3.246654 -3.217346 0.0 0.0 0.0
H 4.165427 1.173719 -3.488831 0.0 0.0 0.0
C -0.285879 -3.554914 1.859801 -0.2 -0.2 0.1
H -2.087590 -0.440727 2.927464 0.0 0.0 0.0
C 2.282204 -2.373761 -4.354723 0.2 0.0 -0.4
C 0.912015 -4.038533 1.314712 0.0 -0.1 0.1
H 0.776678 4.540942 0.842494 0.1 0.0 0.0
N 1.490701 -3.480024 -6.351459 0.1 -0.1 -0.4
H -2.709476 -2.080458 2.668142 -0.1 0.2 0.0
C -2.818892 3.283117 2.094881 0.1 -0.1 0.0
H -2.356779 2.708372 -0.905665 -0.1 0.0 -0.1
C 2.089460 -1.855557 -3.071687 -0.3 -0.1 0.4
Hg 1.568740 -0.935224 0.606153 0.6 0.4 0.0
H -2.322053 -3.988117 2.368609 0.0 -0.1 0.0
C -4.124946 3.745111 2.195246 0.0 0.0 0.0
C -1.411482 -4.371284 1.925593 0.1 0.0 0.0
C 3.226173 -1.078229 -2.567849 0.0 0.0 -0.1
H -3.282782 0.178048 -2.617508 0.0 -0.1 0.0
O 2.511574 -3.129272 -6.948097 0.0 0.0 0.1
S 2.416293 -3.134335 1.285724 0.1 -0.3 0.2
H 1.849690 -5.728561 0.423423 0.0 0.0 -0.1
C -2.024846 -1.324066 2.291383 0.4 -0.3 0.1
H 1.051567 4.704306 3.245215 0.0 0.0 0.1
O -2.172800 -3.950937 -3.005643 0.0 0.0 0.0
C 3.805561 1.536137 -0.136513 -0.1 -0.1 0.1
C 0.414896 2.691980 2.874654 0.0 -0.1 -0.3
H 0.238984 0.251695 5.221107 0.0 0.0 0.0
C 1.290665 -3.080681 -4.999116 0.0 0.2 0.7
C -3.512571 -1.382075 -1.159686 0.1 -0.1 -0.1
C 0.869173 3.729563 3.686438 -0.1 -0.1 -0.1
H -1.629671 5.480443 -0.173464 -0.1 0.0 0.0
C -1.734536 1.922910 -1.331481 0.2 -0.2 0.4
C -2.190390 0.579552 -0.815653 -0.1 -0.1 0.0
C -3.155964 -1.781653 0.115715 0.0 -0.1 0.0
O -1.168764 -3.622097 -1.048464 -0.1 0.1 0.0
C -0.075044 -3.015225 -2.997296 -0.2 -0.3 0.0
N -1.188909 -3.504132 -2.313974 0.0 0.2 -0.1
C 0.109901 -3.428756 -4.316289 0.0 0.1 -0.1
H -0.166985 -7.167865 0.508108 0.0 0.0 0.0
Ge -0.041012 3.245533 1.039318 -0.5 0.5 0.0
H -0.127219 0.622486 2.815480 0.0 0.1 0.0
H -4.113409 -2.020173 -1.792750 0.0 -0.1 0.0
C 0.415742 1.233056 4.796031 -0.1 -0.1 0.0
N -1.849165 0.203232 0.414305 -0.1 0.1 0.1
O 0.543596 -1.505176 -1.279772 -0.4 0.1 0.0
H -2.507547 2.423951 2.680039 0.0 0.0 0.0
H 3.213194 -2.175104 -4.864698 0.0 0.0 0.0
H 4.696189 3.106823 0.995166 0.0 0.0 0.0
C 3.700795 0.974621 -1.415607 0.1 0.1 -0.1
C 1.088144 3.524159 5.040694 0.0 0.0 0.1
H -0.640306 -4.042382 -4.784818 0.0 0.0 0.1
C -1.380439 -5.662139 1.434337 0.0 0.0 0.1
C 0.922561 -5.355344 0.838844 -0.1 0.0 0.1
H -3.953907 6.307550 -0.009369 0.0 0.0 0.0
H 1.026805 2.112894 6.658878 0.0 0.0 0.0
C -3.637055 5.460310 0.587886 0.0 0.0 0.0
H -4.824070 3.253098 2.861040 0.0 0.0 0.0
C 0.856592 2.273546 5.601175 0.0 0.1 -0.1
S -0.320516 -1.937081 2.605119 -0.1 0.2 -0.3
C 0.853084 -2.088841 -2.354885 0.3 0.1 -0.2
H -1.834962 1.951693 -2.415314 0.0 0.0 0.0
C -3.028812 -0.180057 -1.628161 0.0 0.1 0.1
C 5.029997 2.764007 -2.349873 0.0 0.0 0.0
H 5.786574 4.196185 -0.929340 0.0 0.0 0.0
O 4.358756 -1.180731 -2.972911 0.0 0.1 0.0
O 2.910484 -0.143106 -1.593084 -0.2 0.1 0.0
C 0.195433 1.443890 3.441190 0.0 0.0 0.0
H -2.269061 -6.280896 1.468602 0.0 0.0 0.0
```
Positions in Å, forces in eV/Å.



Number 1: molecular weight 909.790 g/mol. Number 2: molecular weight 1064.182 g/mol. Number 3: molecular weight 1040.124 g/mol.